## P
Entry from the Open Molecules 2025 dataset: the molecule C4H9NO3 (ωB97M-V/def2-TZVPD).

Geometry (Å):
C  -0.500  0.114  -0.452
C  -1.844  0.015  0.230
C  0.593  -0.339  0.527
C  1.830  -0.553  -0.308
H  -0.047  2.014  -0.057
H  -1.098  1.878  -1.308
H  -0.444  -0.580  -1.335
H  0.285  -1.307  0.987
H  1.434  0.296  2.229
H  2.013  0.329  -0.904
H  2.711  -0.690  0.294
H  1.655  -1.358  -1.080
H  -2.230  -1.750  -0.464
N  -0.265  1.459  -0.896
O  -2.307  1.004  0.745
O  0.749  0.602  1.584
O  -2.534  -1.134  0.207

- frontier orbital gap (eV) = 10.0734
- total charge = 0
- HOMO level (eV) = -9.63
- structure (SMILES) = C[C@@H](O)[C@H](N)C(=O)O
- spin multiplicity = 1

Atom charges from the natural (NBO) analysis, given in e for atoms 1 to 4: number 1, C, carries -0.18; number 2, C, carries 0.76; number 3, C, carries 0.11; number 4, C, carries -0.64



## Q
Entry from the Open Molecules 2025 dataset: a structure of composition C4H9NO3 (ωB97M-V/def2-TZVPD).

Geometry (Å):
C  0.507  -1.379  0.037
N  0.737  -0.055  0.345
C  0.712  0.947  -0.726
C  0.288  0.383  1.586
C  -0.944  -0.027  1.995
O  -2.373  0.480  0.025
O  0.378  -2.233  0.885
H  0.439  -1.580  -1.039
H  -0.283  1.344  -0.904
H  1.453  1.729  -0.479
H  1.067  0.414  -1.707
H  -1.213  -0.248  3.028
H  0.867  1.202  2.002
H  -1.781  0.191  0.984
H  1.895  -0.669  -3.435
H  -3.312  0.276  -0.068
O  1.561  -0.776  -2.528

- frontier orbital gap (eV) = 3.8296
- total charge = 0
- HOMO level (eV) = -8.16
- spin multiplicity = 1

Atom charges from the natural (NBO) analysis, given in e for atoms 1 to 4: number 1, C, carries 0.54; number 2, N, carries -0.41; number 3, C, carries -0.44; number 4, C, carries 0.02



Relative energy of each structure, in eV: P 0.000; Q 9.140.



## P
Entry from the Open Molecules 2025 dataset: the molecule C4H9NO3 (ωB97M-V/def2-TZVPD).

Geometry (Å):
C  1.046  0.353  -0.106
C  0.738  0.578  1.419
C  -0.266  0.269  -0.902
C  -1.222  -0.855  -0.342
H  1.317  -1.697  -0.384
H  2.123  -1.222  0.791
H  1.705  1.117  -0.399
H  -0.180  -0.178  -1.874
H  -2.029  1.190  -0.828
H  -1.960  -0.884  -1.200
H  -0.683  -1.809  -0.293
H  -1.645  -0.531  0.624
H  -0.708  1.630  0.643
N  1.777  -0.942  -0.172
O  1.219  0.001  2.356
O  -1.077  1.416  -0.774
O  -0.154  1.563  1.443

- frontier orbital gap (eV) = 9.8705
- total charge = 0
- HOMO level (eV) = -9.42
- structure (SMILES) = C[C@@H](O)[C@H](N)C(=O)O
- spin multiplicity = 1

Atom charges from the natural (NBO) analysis, given in e for atoms 1 to 4: number 1, C, carries -0.19; number 2, C, carries 0.80; number 3, C, carries 0.08; number 4, C, carries -0.64



## Q
Entry from the Open Molecules 2025 dataset: the molecule C4H9NO3 (ωB97M-V/def2-TZVPD).

Geometry (Å):
C  0.961  -0.654  0.460
C  0.490  0.620  0.935
C  -0.385  -0.122  -0.028
C  -1.781  -0.551  0.173
H  2.958  -0.477  0.042
H  1.658  -1.232  -1.199
H  0.664  -1.455  1.089
H  0.447  0.818  2.082
H  1.635  1.451  -0.336
H  0.198  1.108  -1.320
H  -2.061  -1.392  -0.683
H  -2.017  -1.137  1.093
H  -2.583  0.702  -0.828
N  1.879  -0.486  -0.455
O  0.868  1.821  0.069
O  -0.439  0.360  -1.217
O  -2.492  0.627  0.123

- frontier orbital gap (eV) = 9.2138
- total charge = 0
- HOMO level (eV) = -8.64
- structure (SMILES) = N[C@H]1[C@@H](O)[C@]1(O)CO
- spin multiplicity = 1

Atom charges from the natural (NBO) analysis, given in e for atoms 1 to 4: number 1, C, carries -0.17; number 2, C, carries 0.03; number 3, C, carries 0.20; number 4, C, carries -0.06



## R
Entry from the Open Molecules 2025 dataset: a cluster of 2 separate species, C4H9NO3 in total (ωB97M-V/def2-TZVPD).

Geometry (Å):
C  -0.691  -1.176  1.149
C  2.578  0.077  -0.500
O  1.229  -0.186  -0.866
H  3.030  -0.877  -0.231
H  -0.229  -0.363  1.700
H  -1.537  -1.641  1.644
H  0.009  -1.925  0.801
H  3.103  0.496  -1.358
H  2.619  0.775  0.342
C  -1.526  -0.406  -0.168
N  -2.316  0.601  0.270
C  0.343  0.851  -0.734
O  -1.743  -1.031  -1.179
O  0.420  1.719  0.113
H  -3.068  0.920  -0.321
H  -2.006  1.205  1.012
H  -0.216  0.960  -1.676

- frontier orbital gap (eV) = 9.9828
- total charge = 0
- HOMO level (eV) = -9.57
- structure (SMILES) = CC(N)=O.COC=O
- spin multiplicity = 1

Atom charges from the natural (NBO) analysis, given in e for atoms 1 to 4: number 1, C, carries -0.68; number 2, C, carries -0.26; number 3, O, carries -0.53; number 4, H, carries 0.20



Relative energy of each structure, in eV: P 0.094; Q 3.702; R 0.000.



## P
Entry from the Open Molecules 2025 dataset: the molecule C4H9NO3 (ωB97M-V/def2-TZVPD).

Geometry (Å):
C  0.929  -0.222  -0.403
C  2.145  0.647  -0.123
H  2.967  0.370  -0.781
H  1.903  1.696  -0.278
H  1.104  -1.267  -0.129
H  0.740  -0.241  -1.477
H  0.468  0.475  1.772
H  2.474  0.509  0.906
C  -0.455  0.319  0.285
C  -1.620  -0.399  -0.423
N  -1.950  -1.585  0.104
O  -0.588  1.683  0.111
O  -0.398  -0.046  1.622
O  -2.159  0.126  -1.379
H  -1.203  1.815  -0.631
H  -2.819  -2.021  -0.160
H  -1.537  -1.857  0.982

- frontier orbital gap (eV) = 10.7214
- total charge = 0
- HOMO level (eV) = -9.95
- structure (SMILES) = CCC(O)(O)C(N)=O
- spin multiplicity = 1

Atom charges from the natural (NBO) analysis, given in e for atoms 1 to 4: number 1, C, carries -0.44; number 2, C, carries -0.63; number 3, H, carries 0.22; number 4, H, carries 0.23



## Q
Entry from the Open Molecules 2025 dataset: the molecule C4H9NO3 (ωB97M-V/def2-TZVPD).

Geometry (Å):
C  -0.960  0.093  -0.425
C  0.071  1.252  0.337
C  -2.213  -0.189  0.375
N  -0.255  -1.108  -0.679
C  1.942  -0.601  -0.217
O  1.011  -0.849  -1.226
O  3.021  -0.030  -0.771
O  1.932  -1.205  0.826
H  3.798  -0.250  -0.236
H  -0.107  -1.652  0.177
H  -1.164  0.581  -1.379
H  -2.792  0.727  0.499
H  -0.687  1.967  0.656
H  0.647  1.764  -0.428
H  0.551  0.999  1.280
H  -1.960  -0.585  1.358
H  -2.835  -0.912  -0.148

- frontier orbital gap (eV) = 10.0062
- total charge = 0
- HOMO level (eV) = -9.35
- structure (SMILES) = CC(C)NOC(=O)O
- spin multiplicity = 1

Atom charges from the natural (NBO) analysis, given in e for atoms 1 to 4: number 1, C, carries -0.03; number 2, C, carries -0.70; number 3, C, carries -0.63; number 4, N, carries -0.32



## R
Entry from the Open Molecules 2025 dataset: a structure of composition C4H9NO3 (ωB97M-V/def2-TZVPD).

Geometry (Å):
C  0.498  0.321  -0.288
C  1.860  -0.493  -0.050
C  0.546  1.702  0.361
N  -0.321  -0.656  0.270
C  -2.145  -0.379  -0.002
O  -2.911  -1.423  0.358
O  2.037  -1.564  -0.923
O  -2.477  0.451  -0.805
H  -3.736  -1.392  -0.148
H  1.340  -2.211  -0.736
H  -1.273  -0.337  1.037
H  0.376  0.391  -1.376
H  2.645  0.235  -0.264
H  1.931  -0.788  1.005
H  -0.444  2.157  0.309
H  0.831  1.629  1.413
H  1.244  2.357  -0.162

- frontier orbital gap (eV) = 9.2321
- total charge = 0
- HOMO level (eV) = -9.48
- spin multiplicity = 1

Atom charges from the natural (NBO) analysis, given in e for atoms 1 to 4: number 1, C, carries -0.12; number 2, C, carries -0.02; number 3, C, carries -0.63; number 4, N, carries -0.56



Relative energy of each structure, in eV: P 0.000; Q 2.142; R 4.256.



## P
Entry from the Open Molecules 2025 dataset: a cluster of 2 separate species, C4H9NO3 in total (ωB97M-V/def2-TZVPD).

Geometry (Å):
O  -1.122  1.845  -1.125
C  -0.571  1.250  -0.231
N  0.287  0.149  -0.565
C  1.465  -0.048  0.191
O  2.061  -1.100  0.066
C  -0.826  1.457  1.184
C  -2.118  0.562  1.480
H  0.444  -0.260  -1.472
H  1.856  0.749  0.827
H  -1.085  2.484  1.427
H  -0.032  1.141  1.860
H  -1.899  -0.438  1.105
H  -2.135  0.504  2.564
H  -2.989  1.013  1.042
H  0.932  -2.368  -0.731
H  1.640  -3.442  -1.492
O  0.778  -3.242  -1.091

- frontier orbital gap (eV) = 11.0943
- total charge = 0
- HOMO level (eV) = -10.51
- structure (SMILES) = CCC(=O)NC=O.O
- spin multiplicity = 1

Atom charges from the natural (NBO) analysis, given in e for atoms 1 to 4: number 1, O, carries -0.55; number 2, C, carries 0.69; number 3, N, carries -0.69; number 4, C, carries 0.54



## Q
Entry from the Open Molecules 2025 dataset: the molecule C4H9NO3 (ωB97M-V/def2-TZVPD).

Geometry (Å):
C  0.885  1.740  -1.809
C  -0.099  0.146  -0.473
C  -1.079  -0.130  0.486
C  -0.632  -0.244  2.020
H  0.636  2.838  -2.300
H  0.984  0.945  -2.681
H  1.863  1.883  -1.178
H  -1.432  -1.166  0.329
H  -1.833  0.659  0.397
H  -0.189  0.744  2.556
H  -1.521  -0.473  2.845
H  0.349  -1.716  1.118
H  0.954  -2.547  -0.968
N  0.694  -0.762  -0.939
O  -0.186  1.398  -1.007
O  0.377  -1.305  2.146
O  0.229  -2.010  -0.541

- frontier orbital gap (eV) = 10.1715
- total charge = 0
- HOMO level (eV) = -9.44
- structure (SMILES) = CO/C(CCO)=N/O
- spin multiplicity = 1

Atom charges from the natural (NBO) analysis, given in e for atoms 1 to 4: number 1, C, carries -0.28; number 2, C, carries 0.51; number 3, C, carries -0.55; number 4, C, carries -0.05



Relative energy of each structure, in eV: P 0.000; Q 4.230.



## P
Entry from the Open Molecules 2025 dataset: a cluster of 2 separate species, C4H9NO3 in total (ωB97M-V/def2-TZVPD).

Geometry (Å):
C  1.954  -0.022  0.250
C  1.015  -0.928  -0.471
C  0.420  -1.988  0.061
H  0.931  -0.749  -1.537
H  1.667  1.020  0.109
H  1.983  -0.248  1.314
H  2.958  -0.128  -0.161
H  -0.150  -2.683  -0.537
H  0.545  -2.244  1.105
N  -1.098  0.821  0.591
C  -1.117  1.818  -0.336
O  -1.993  -0.252  0.486
O  -1.890  1.636  -1.400
O  -0.625  2.861  0.050
H  -1.427  -1.037  0.312
H  -2.338  0.775  -1.317
H  -0.834  1.349  1.481

- frontier orbital gap (eV) = 10.6918
- total charge = 0
- HOMO level (eV) = -10.05
- structure (SMILES) = O=C(O)NO.C=CC
- spin multiplicity = 1

Atom charges from the natural (NBO) analysis, given in e for atoms 1 to 4: number 1, C, carries -0.66; number 2, C, carries -0.11; number 3, C, carries -0.50; number 4, H, carries 0.20



## Q
Entry from the Open Molecules 2025 dataset: the molecule C4H9NO3 (ωB97M-V/def2-TZVPD).

Geometry (Å):
O  1.178  -1.137  1.900
C  0.145  -0.936  1.314
O  -0.998  -0.709  1.961
C  -0.005  -0.867  -0.183
C  -0.800  0.385  -0.627
C  -0.227  1.644  0.003
O  -0.817  0.500  -2.042
N  1.228  -0.952  -0.907
H  -0.789  -0.782  2.912
H  -0.558  -1.756  -0.515
H  -1.854  0.214  -0.420
H  0.868  1.610  0.050
H  -0.593  1.795  1.023
H  -0.494  2.520  -0.585
H  0.080  0.529  -2.389
H  1.714  -1.826  -0.747
H  1.923  -0.233  -0.751

- frontier orbital gap (eV) = 10.5838
- total charge = 0
- HOMO level (eV) = -9.93
- structure (SMILES) = C[C@@H](O)[C@@H](N)C(=O)O
- spin multiplicity = 1

Atom charges from the natural (NBO) analysis, given in e for atoms 1 to 4: number 1, O, carries -0.60; number 2, C, carries 0.77; number 3, O, carries -0.68; number 4, C, carries -0.19



## R
Entry from the Open Molecules 2025 dataset: the molecule C4H9NO3 (ωB97M-V/def2-TZVPD).

Geometry (Å):
C  -0.942  -0.740  -0.259
C  -0.342  0.307  -1.156
C  1.052  0.779  -0.708
N  -0.243  -1.765  0.159
C  1.222  0.672  0.827
O  -2.273  -0.850  -0.199
O  -0.389  0.864  1.269
O  1.660  -0.474  1.251
H  -2.686  -0.014  -0.453
H  -0.401  0.512  2.168
H  -0.773  -2.463  0.669
H  0.765  -1.427  0.653
H  -0.327  -0.095  -2.173
H  -1.019  1.162  -1.137
H  1.673  1.565  1.283
H  1.827  0.157  -1.156
H  1.196  1.808  -1.039

- frontier orbital gap (eV) = 9.2017
- total charge = 0
- HOMO level (eV) = -8.73
- spin multiplicity = 1

Atom charges from the natural (NBO) analysis, given in e for atoms 1 to 4: number 1, C, carries 0.77; number 2, C, carries -0.48; number 3, C, carries -0.46; number 4, N, carries -0.79



## S
Entry from the Open Molecules 2025 dataset: a cluster of 2 separate species, C4H9NO3 in total (ωB97M-V/def2-TZVPD).

Geometry (Å):
C  1.450  1.057  0.121
C  1.422  -0.305  0.736
C  0.981  -1.412  0.145
O  0.708  1.177  -1.093
H  1.224  0.763  -1.792
H  2.492  1.366  -0.058
H  1.000  1.773  0.812
H  1.820  -0.333  1.738
H  0.990  -2.352  0.665
H  0.700  -1.453  -0.902
C  -2.008  0.049  0.561
N  -1.748  -0.763  -0.539
O  -1.680  1.340  0.388
O  -2.495  -0.378  1.568
H  -1.051  1.447  -0.350
H  -2.232  -1.649  -0.562
H  -1.572  -0.326  -1.437

- frontier orbital gap (eV) = 9.9730
- total charge = 0
- HOMO level (eV) = -9.58
- structure (SMILES) = NC(=O)O.C=CCO
- spin multiplicity = 1

Atom charges from the natural (NBO) analysis, given in e for atoms 1 to 4: number 1, C, carries -0.11; number 2, C, carries -0.23; number 3, C, carries -0.37; number 4, O, carries -0.75



Relative energy of each structure, in eV: P 2.460; Q 0.000; R 1.600; S 0.633.



## P
Entry from the Open Molecules 2025 dataset: a cluster of 2 separate species, C4H9NO3 in total (ωB97M-V/def2-TZVPD).

Geometry (Å):
C  1.205  -0.917  1.440
N  1.573  0.849  -1.790
C  0.148  -0.750  0.383
O  1.774  1.698  -0.914
O  2.232  0.682  -2.819
O  0.219  -1.310  -0.707
H  1.012  -1.834  2.001
H  1.214  -0.057  2.114
H  2.184  -0.981  0.958
C  -1.017  0.229  0.703
C  -2.097  0.250  -0.363
H  -2.505  -0.752  -0.530
H  -0.627  1.235  0.889
H  -1.447  -0.116  1.648
H  0.746  0.253  -1.635
H  -1.696  0.610  -1.317
H  -2.916  0.909  -0.061

- frontier orbital gap (eV) = 10.5076
- total charge = 0
- HOMO level (eV) = -10.40
- structure (SMILES) = O=[NH+][O-].CCC(C)=O
- spin multiplicity = 1

Atom charges from the natural (NBO) analysis, given in e for atoms 1 to 4: number 1, C, carries -0.73; number 2, N, carries 0.37; number 3, C, carries 0.63; number 4, O, carries -0.40



## Q
Entry from the Open Molecules 2025 dataset: a structure of composition C4H9NO3 (ωB97M-V/def2-TZVPD).

Geometry (Å):
C  -0.908  0.958  0.614
C  2.279  -1.007  -0.102
N  -1.628  -0.449  -0.337
C  0.472  0.694  0.270
C  0.947  -0.573  0.413
O  -2.164  -1.745  -0.141
O  -1.348  2.205  0.207
O  1.085  1.568  -0.595
H  -2.917  -1.848  -0.741
H  -2.307  2.242  0.290
H  0.484  2.312  -0.740
H  -1.108  -0.412  -1.215
H  -1.245  0.621  1.592
H  0.486  -1.193  1.164
H  2.592  -0.385  -0.937
H  3.041  -0.940  0.681
H  2.240  -2.049  -0.423

- frontier orbital gap (spin up / spin down) (eV) = 7.9391 / 7.9395
- total charge = 0
- HOMO level (spin up / spin down) (eV) = -7.37 / -7.37
- spin multiplicity = 1

Atom charges from the natural (NBO) analysis, given in e for atoms 1 to 4: number 1, C, carries 0.27; number 2, C, carries -0.65; number 3, N, carries -0.51; number 4, C, carries 0.18



## R
Entry from the Open Molecules 2025 dataset: the molecule C4H9NO3 (ωB97M-V/def2-TZVPD).

Geometry (Å):
C  0.173  0.263  0.657
C  2.145  0.247  -1.009
C  -2.241  -0.382  0.305
C  -0.847  -0.402  -0.250
O  1.322  0.952  -0.100
O  -0.293  1.409  1.242
O  0.619  -0.655  1.568
N  -0.498  -1.021  -1.289
H  0.386  2.060  0.837
H  1.175  -0.197  2.214
H  -1.274  -1.419  -1.818
H  1.647  0.180  -1.980
H  3.074  0.811  -1.109
H  2.355  -0.757  -0.628
H  -2.547  0.655  0.441
H  -2.941  -0.882  -0.363
H  -2.257  -0.863  1.282

- frontier orbital gap (eV) = 10.6158
- total charge = 0
- HOMO level (eV) = -9.78
- structure (SMILES) = [H]/N=C(\C)C(O)(O)OC
- spin multiplicity = 1

Atom charges from the natural (NBO) analysis, given in e for atoms 1 to 4: number 1, C, carries 0.71; number 2, C, carries -0.25; number 3, C, carries -0.69; number 4, C, carries 0.27



Relative energy of each structure, in eV: P 1.864; Q 4.001; R 0.000.